Entry 1:
Molecular formula: C37H64BBrF2N5PdSSbSi3
Method: DFT, ωB97M-V/def2-TZVPD

Summary:
* total energy: -6155.1417 Ha
* frontier orbital gap: 0.2385 hartree
* F_max: 0.71 eV/Å
* net charge: +2
* energy above the lowest of the compared OMol25 structures with the same formula, charge and spin: 114.6 kJ/mol

The geometry in XYZ format:
```
116
C37H64BBrF2N5PdSSbSi3 | the OMol25 dataset | ωB97M-V/def2-TZVPD
Pd 0.314 -0.365 -1.874
C 3.547 -4.118 -4.109
C 2.422 -3.173 -4.414
C 1.783 -3.133 -5.647
C 0.753 -2.235 -5.868
C 0.386 -1.390 -4.838
Br -0.996 -0.152 -5.133
N 0.973 -1.413 -3.641
C 1.973 -2.290 -3.447
H 3.608 -4.907 -4.856
H 3.412 -4.582 -3.132
H 4.502 -3.591 -4.100
H 2.088 -3.805 -6.440
H 0.244 -2.180 -6.818
H 2.417 -2.280 -2.460
C 2.228 1.944 0.421
Sb 0.191 1.772 -0.176
C -1.610 -1.295 -1.688
C -2.835 -0.529 -1.671
C -2.930 0.653 -2.409
C -4.180 1.233 -2.608
C -5.259 0.689 -1.947
C -5.061 -0.429 -1.124
N -3.909 -1.059 -1.029
Si -1.953 -3.201 -1.557
C -2.507 -3.594 0.186
C -0.449 -4.227 -1.962
C -3.216 -3.571 -2.890
C -0.645 3.620 0.738
C -0.696 4.205 -0.634
C -1.257 5.403 -1.060
C -1.122 5.756 -2.392
C -0.446 4.917 -3.284
C 0.090 3.744 -2.812
N -0.024 3.425 -1.514
Si 0.582 4.670 1.805
C -0.301 6.149 2.529
C 1.886 5.377 0.662
C 1.265 3.603 3.194
Si -2.318 3.340 1.655
C -1.969 2.894 3.434
C -3.232 1.920 0.861
C -3.420 4.839 1.533
H 2.383 1.186 1.196
H 2.463 2.916 0.838
H 2.916 1.732 -0.391
H -2.040 1.075 -2.855
H -4.294 2.105 -3.239
H -6.250 1.110 -2.053
H -5.893 -0.847 -0.567
H -2.083 -2.898 0.908
H -2.166 -4.596 0.454
H -3.591 -3.544 0.273
H 0.331 -4.169 -1.202
H -0.019 -3.997 -2.936
H -0.789 -5.267 -2.009
H -4.067 -2.893 -2.882
H -3.597 -4.586 -2.745
H -2.755 -3.540 -3.880
H -1.780 6.039 -0.361
H -1.545 6.687 -2.745
H -0.335 5.180 -4.325
H 0.629 3.046 -3.438
H -0.711 6.812 1.764
H 0.446 6.729 3.080
H -1.095 5.899 3.230
H 1.464 6.223 0.114
H 2.306 4.692 -0.074
H 2.715 5.770 1.256
H 0.812 3.895 4.142
H 2.345 3.733 3.293
H 1.075 2.537 3.053
H -1.265 2.067 3.523
H -2.902 2.581 3.908
H -1.573 3.723 4.019
H -2.726 0.954 0.941
H -3.419 2.119 -0.195
H -4.206 1.810 1.346
H -2.964 5.761 1.894
H -4.313 4.662 2.138
H -3.758 4.998 0.506
C 2.865 -4.913 2.274
C 4.237 -4.861 1.612
C 4.961 -3.522 1.726
C 4.258 -2.344 1.059
N 3.212 -1.763 1.909
C 1.952 -1.474 1.579
S 1.278 -1.959 0.092
N 1.241 -0.811 2.511
C -0.194 -0.587 2.476
C -0.849 -0.860 3.827
C -1.117 -2.334 4.124
C 0.119 -3.226 4.127
H 2.472 -5.930 2.264
H 2.141 -4.281 1.757
H 2.916 -4.593 3.318
H 4.141 -5.120 0.553
H 4.879 -5.627 2.052
H 5.946 -3.612 1.264
H 5.150 -3.283 2.779
H 3.789 -2.642 0.125
H 4.976 -1.551 0.834
H 3.500 -1.571 2.859
H 1.680 -0.668 3.410
H -0.613 -1.215 1.694
H -0.401 0.457 2.201
H -1.795 -0.318 3.854
H -0.229 -0.421 4.619
H -1.838 -2.716 3.395
H -1.613 -2.393 5.096
H 0.557 -3.320 3.132
H -0.134 -4.231 4.463
H 0.887 -2.843 4.806
F 3.275 -0.061 -2.077
B 2.102 0.520 -2.300
F 2.173 1.729 -2.874
```

Results of the Löwdin charge analysis, in e, for atoms 1 through 5: 0.460, -0.015, -0.225, 0.020, -0.073

Entry 2:
Molecular formula: C5H10O
Method: DFT, ωB97M-V/def2-TZVPD

Summary:
* total energy: -271.6605 Ha
* frontier orbital gap: 0.3458 hartree
* F_max: 0.46 eV/Å
* energy above the lowest of the compared OMol25 structures with the same formula, charge and spin: 241.9 kJ/mol

The geometry in XYZ format:
```
16
C5H10O | the OMol25 dataset | ωB97M-V/def2-TZVPD
C 0.603 0.453 1.704
C 0.088 -0.250 0.448
C -0.669 0.760 -0.445
C -1.015 0.136 -1.772
C 1.232 -0.947 -0.292
O -2.326 -0.006 -1.807
H -0.209 0.926 2.267
H 1.111 -0.256 2.368
H 1.325 1.234 1.433
H -0.637 -1.016 0.757
H -1.552 1.143 0.091
H 0.007 1.602 -0.658
H 0.875 -1.480 -1.176
H 1.737 -1.659 0.371
H 1.974 -0.215 -0.634
H -2.543 -0.424 -2.655
```

Results of the Löwdin charge analysis, in e, for atoms 1 through 5: -0.092, -0.450, -0.218, -0.074, -0.097

Entry 3:
Molecular formula: C23H24ClNO2S
Method: DFT, ωB97M-V/def2-TZVPD

Summary:
* SMILES string: CCOCCOCN1c2ccccc2Sc2ccc(Cl)cc21.c1ccccc1
* total energy: -1954.0645 Ha
* frontier orbital gap: 0.2943 hartree
* F_max: 4.89 eV/Å

The geometry in XYZ format:
```
52
C23H24ClNO2S | the OMol25 dataset | ωB97M-V/def2-TZVPD
C 3.302 -1.336 2.645
C 3.555 0.114 1.943
O 4.071 -0.017 0.599
C 3.193 0.557 -0.397
C 2.401 -0.549 -1.289
O 0.945 -0.327 -1.199
C 0.539 -1.084 -0.014
N -0.901 -0.853 0.341
C -1.570 -2.111 0.713
C -2.113 -3.000 -0.474
C -2.786 -4.370 -0.171
C -3.017 -4.947 1.261
C -2.484 -4.059 2.448
C -1.768 -2.690 2.134
S -1.155 -1.716 3.584
C -1.108 0.021 2.898
C -1.161 1.219 3.914
C -1.095 2.682 3.417
C -0.989 2.897 1.857
Cl -0.881 4.607 1.167
C -0.942 1.694 0.847
C -0.999 0.203 1.365
H 2.469 -1.934 2.125
H 2.924 -1.154 3.722
H 4.238 -1.999 2.624
H 4.298 0.670 2.632
H 2.563 0.675 2.030
H 2.460 1.340 -0.007
H 3.879 1.110 -1.150
H 2.742 -0.527 -2.388
H 2.578 -1.617 -0.906
H 1.153 -0.728 0.901
H 0.644 -2.224 -0.187
H -2.019 -2.654 -1.572
H -3.129 -4.978 -1.073
H -3.542 -5.952 1.469
H -2.650 -4.451 3.507
H -1.228 1.006 5.034
H -1.096 3.593 4.117
H -0.832 1.902 -0.275
C 0.082 2.788 -5.007
C -1.137 3.457 -5.066
C -2.091 3.255 -4.073
C -1.828 2.381 -3.023
C -0.612 1.705 -2.968
C 0.343 1.909 -3.959
H 0.828 2.950 -5.777
H -1.344 4.136 -5.886
H -3.040 3.779 -4.118
H -2.571 2.225 -2.247
H -0.408 1.018 -2.153
H 1.292 1.384 -3.915
```

Results of the Löwdin charge analysis, in e, for atoms 1 through 5: -0.091, -0.254, -0.176, -0.165, -0.131

Entry 4:
Molecular formula: C19H21NO3
Method: DFT, ωB97M-V/def2-TZVPD

Summary:
* SMILES string: Cc1ccc(C(C)C)c(OCCn2c(=O)oc3ccccc32)c1
* total energy: -1017.1223 Ha
* frontier orbital gap: 0.3353 hartree
* F_max: 0.93 eV/Å
* energy above the lowest of the compared OMol25 structures with the same formula, charge and spin: 44.0 kJ/mol

The geometry in XYZ format:
```
44
C19H21NO3 | the OMol25 dataset | ωB97M-V/def2-TZVPD
C 1.423 -0.477 3.240
C 0.050 -0.051 2.812
C -1.033 -0.200 3.665
C -2.292 0.207 3.266
C -2.518 0.761 2.016
C -3.900 1.198 1.591
C -4.429 2.299 2.512
C -4.860 0.006 1.563
C -1.426 0.906 1.149
O -1.692 1.468 -0.077
C -0.721 1.406 -1.088
C -0.560 -0.029 -1.640
N 0.776 -0.277 -2.110
C 1.278 0.273 -3.271
O 0.682 0.963 -4.048
O 2.581 -0.099 -3.396
C 2.901 -0.874 -2.316
C 4.102 -1.474 -2.010
C 4.150 -2.215 -0.836
C 3.038 -2.348 -0.017
C 1.827 -1.746 -0.328
C 1.777 -0.998 -1.489
C -0.160 0.502 1.557
H 1.413 -1.513 3.574
H 1.762 0.136 4.074
H 2.138 -0.379 2.427
H -0.889 -0.633 4.644
H -3.122 0.086 3.946
H -3.826 1.604 0.579
H -5.395 2.651 2.158
H -4.549 1.932 3.529
H -3.739 3.140 2.529
H -4.984 -0.417 2.557
H -5.836 0.320 1.200
H -4.481 -0.772 0.904
H 0.248 1.785 -0.740
H -1.080 2.073 -1.875
H -0.783 -0.746 -0.847
H -1.256 -0.184 -2.467
H 4.958 -1.369 -2.655
H 5.073 -2.700 -0.558
H 3.112 -2.935 0.885
H 0.968 -1.858 0.314
H 0.693 0.622 0.906
```

Results of the Löwdin charge analysis, in e, for atoms 1 through 5: -0.047, -0.276, -0.046, -0.025, -0.140

The lowest F_max belongs to which entry?
C5H10O

What is the formula in the second record?
C5H10O

The lowest F_max belongs to which entry?
C5H10O